Arrangement 1

Molecular formula: C4H7NS3
Method: DFT, ωB97M-V/def2-TZVPD

Last column: Löwdin charge in e.
Geometry (Å):
C  3.91  0.23  0.03  -0.44
S  2.19  0.49  -0.29  0.87
C  1.57  -1.05  0.23  -0.43
C  0.29  -1.42  0.32  -0.22
C  -0.96  -0.67  0.13  -0.95
S  -2.38  -1.44  -0.25  0.64
N  -0.79  0.65  0.24  -0.44
S  -2.05  1.83  -0.01  0.72
H  4.16  0.18  1.10  0.05
H  4.35  -0.58  -0.57  0.04
H  4.45  1.16  -0.24  0.04
H  2.31  -1.85  0.33  0.08
H  0.12  -2.49  0.54  0.10
H  -0.03  1.05  0.81  0.06
H  -2.93  1.38  0.92  -0.14

Values from the calculation:
E_HOMO = -0.3061 Ha
structure (SMILES) = CS/C=C\C(=S)NS
orbital gap = 8.275 eV

---

Arrangement 2

Molecular formula: C4H7NS3
Method: DFT, ωB97M-V/def2-TZVPD

Last column: Löwdin charge in e.
Geometry (Å):
C  -2.51  -0.75  -1.67  -0.39
S  -1.07  0.21  -2.09  0.89
N  -0.33  0.44  -0.63  -0.50
C  0.07  1.66  0.04  -0.19
C  0.36  0.79  1.29  -0.62
S  2.01  0.87  2.03  0.76
C  0.14  -0.40  0.36  -0.91
S  0.38  -2.00  0.31  0.67
H  -2.24  -1.49  -0.88  0.02
H  -3.22  -0.07  -1.21  0.03
H  -2.93  -1.29  -2.47  0.02
H  -0.82  2.36  0.08  0.13
H  0.92  2.16  -0.41  0.11
H  -0.40  0.82  2.10  0.12
H  1.67  1.60  3.08  -0.15

Values from the calculation:
E_HOMO = -0.3120 Ha
structure (SMILES) = CSN1C[C@H](S)C1=S
orbital gap = 8.784 eV

---

Most favorable structure: arrangement 1. The second most favorable one is 24.3 kJ/mol above it.

---

Arrangement 1

Molecular formula: C2H3BF2O
Method: DFT, ωB97M-V/def2-TZVPD

Last column: Löwdin charge in e.
Geometry (Å):
B  1.53  0.34  -0.25  -0.12
O  0.87  -0.36  0.65  0.11
C  -0.47  -0.31  0.78  -0.36
F  -0.85  -0.33  2.04  0.14
C  -1.35  -0.11  -0.21  -0.05
F  -0.98  -0.34  -1.48  0.01
H  1.01  1.32  -0.69  0.06
H  2.64  -0.21  -0.55  0.08
H  -2.40  0.00  -0.30  0.12

Values from the calculation:
E_HOMO = -0.3542 Ha
structure (SMILES) = BO/C(F)=C\F
orbital gap = 10.298 eV

---

Arrangement 2

Molecular formula: C2H3BF2O
Method: DFT, ωB97M-V/def2-TZVPD

Last column: Löwdin charge in e.
Geometry (Å):
O  1.92  2.47  0.83  0.15
C  1.09  1.94  0.15  -0.50
F  0.68  2.58  -0.99  0.05
C  0.43  0.59  0.19  -0.04
B  0.53  -0.48  -1.23  -0.15
F  1.11  -0.55  -2.44  0.13
H  0.47  -0.06  1.18  0.14
H  -0.69  0.88  -0.16  0.14
H  -0.19  -1.47  -1.20  0.08

Values from the calculation:
E_HOMO = -0.4161 Ha
structure (SMILES) = O=C(F)CBF
orbital gap = 11.699 eV

---

Most favorable structure: arrangement 2. The second most favorable one is 159.4 kJ/mol above it.